No. 1
Computed, not measured: a 3-piece molecular cluster, C27H47BBrN2O4 overall at a distorted geometry, with the ωB97M-V functional and the def2-TZVPD basis.

Each line ends with the Mulliken charge.
Geometry (Å):
Br1 4.2311 -3.7158 -5.8060  -0.30
C1 5.2988 -2.0144 -6.1187  -0.10
C2 5.3822 -1.5887 -7.7112  -0.37
O1 4.7641 -0.2679 -7.6821  -0.67
B1 3.7335 -0.4677 -6.6475  0.97
C3 2.5531 0.6521 -6.4239  -1.06
C4 1.1566 -0.1762 -6.3473  0.64
C5 0.6806 -0.6979 -4.9693  -0.34
C6 -0.6406 -1.5269 -4.9472  -0.37
C7 -1.4416 -1.8117 -6.2697  -0.54
C8 -0.8992 -1.2497 -7.6346  -0.34
C9 0.4150 -0.4157 -7.6945  -0.35
O2 4.5216 -0.9616 -5.5006  -0.67
H1 6.2943 -2.2876 -5.6329  0.34
H2 6.4023 -1.6854 -8.2169  0.25
H3 4.6872 -2.2369 -8.3662  0.18
H4 3.1044 -1.3930 -7.1109  -0.23
H5 2.4209 1.3721 -7.3111  0.27
H6 2.6376 1.2615 -5.4587  0.25
H7 1.3261 -0.4656 -4.0635  0.39
H8 -1.0169 -1.9407 -3.9384  0.26
H9 -2.4142 -2.4286 -6.2340  0.27
H10 -1.4328 -1.4241 -8.6291  0.26
H11 0.8690 -0.0121 -8.6728  0.26
C10 -0.6497 -0.4152 0.2188  -1.81
C11 -1.6889 0.5546 -0.4050  2.10
C12 -2.1930 1.5476 0.6684  -1.58
C13 -3.1637 0.9290 1.6686  -0.17
C14 -4.3072 0.2216 0.9481  -1.53
C15 -3.8205 -0.8025 -0.0957  1.69
N1 -2.7961 -0.2366 -1.0247  0.56
O3 -3.4424 0.5728 -1.9074  -0.56
C16 -3.2475 -2.0432 0.6304  -1.69
C17 -5.0544 -1.3592 -0.8505  -1.83
C18 -0.8728 1.3631 -1.4480  -1.88
H12 -0.7998 -0.5648 1.2900  0.14
H13 -0.6644 -1.3921 -0.2718  0.34
H14 0.3728 -0.0441 0.1109  0.57
H15 -2.6984 2.3918 0.1809  0.43
H16 -1.3440 1.9763 1.2109  0.32
H17 -2.6404 0.2331 2.3319  0.13
H18 -3.5703 1.7150 2.3149  0.51
H19 -4.9469 -0.2685 1.6903  0.41
H20 -4.9341 0.9817 0.4653  0.34
H21 -2.8210 -2.7545 -0.0835  0.35
H22 -4.0345 -2.5711 1.1787  0.45
H23 -2.4853 -1.8052 1.3705  0.28
H24 -5.6499 -0.5733 -1.3215  0.36
H25 -5.7275 -1.8822 -0.1625  0.41
H26 -4.7558 -2.0735 -1.6238  0.44
H27 -0.4966 0.7147 -2.2443  0.49
H28 -0.0109 1.8457 -0.9772  0.43
H29 -1.4554 2.1678 -1.9060  0.40
C19 2.7017 1.9274 4.6529  -2.01
C20 1.3786 1.2752 4.1673  2.20
C21 0.1992 2.2522 4.3831  -0.75
C22 -0.2353 2.3772 5.8394  -0.66
C23 -0.5003 1.0029 6.4462  -1.23
C24 0.6829 0.0302 6.2766  1.65
N2 1.1822 -0.0304 4.8693  0.27
O4 0.2900 -0.7611 4.1463  -0.52
C25 1.8308 0.4469 7.2271  -1.67
C26 0.2558 -1.3612 6.8090  -1.81
C27 1.5785 1.1084 2.6384  -1.53
H30 2.5458 2.6661 5.4416  0.33
H31 3.4101 1.1783 5.0164  0.34
H32 3.2152 2.4572 3.8460  0.51
H33 -0.6676 1.9187 3.7968  -0.21
H34 0.4592 3.2440 3.9999  0.43
H35 0.5207 2.9131 6.4212  0.34
H36 -1.1461 2.9830 5.8965  0.42
H37 -0.7430 1.1228 7.5076  0.39
H38 -1.4001 0.5858 5.9768  0.33
H39 2.7159 -0.1779 7.0723  0.36
H40 1.5321 0.3272 8.2735  0.43
H41 2.1278 1.4892 7.1255  0.31
H42 -0.6400 -1.7446 6.3144  0.35
H43 0.0180 -1.3124 7.8771  0.42
H44 1.0574 -2.0956 6.6846  0.45
H45 2.3960 0.4158 2.4191  0.54
H46 1.8223 2.0673 2.1711  0.46
H47 0.6776 0.7479 2.1341  -0.22

Cartesian forces, eV/Å:
Br 0.430 -0.056 -0.274
C -0.597 1.659 -0.001
C -1.676 0.124 0.024
O 1.948 -0.860 -0.782
B -0.857 -0.382 -1.123
C -1.861 0.303 0.497
C -0.891 -0.318 -0.010
C -2.567 -0.911 -4.127
C 1.208 1.130 -2.732
C 3.155 1.987 -0.026
C 2.107 0.892 2.662
C -1.855 -1.890 3.966
O 2.174 -2.141 -0.386
H -1.476 0.805 -0.455
H -1.002 0.711 1.123
H 0.924 0.512 1.313
H -0.453 -0.681 0.046
H 0.438 -0.952 1.281
H -0.098 -0.595 -1.234
H -1.111 -0.493 -1.298
H 0.546 0.706 -1.888
H 1.816 1.160 -0.076
H 0.608 0.096 1.735
H -0.902 -0.786 1.809
C -0.045 -0.322 0.190
C 2.087 0.034 0.456
C -0.505 -0.018 -0.054
C 0.052 -0.035 0.043
C 0.167 0.442 -0.024
C -0.663 -1.787 0.822
N -2.352 3.472 -1.180
O 1.264 -1.825 1.156
C 0.274 -0.021 0.197
C 0.117 0.481 -0.458
C -0.721 0.011 -0.434
H -0.075 -0.135 -0.066
H -0.096 0.113 0.028
H -0.233 0.141 -0.101
H 0.063 -0.170 -0.141
H 0.131 -0.145 -0.209
H 0.018 -0.031 -0.035
H 0.038 -0.069 -0.035
H 0.057 -0.190 -0.216
H 0.108 -0.129 -0.171
H -0.020 0.154 0.020
H -0.061 0.203 -0.169
H 0.056 0.028 -0.112
H 0.261 -0.011 -0.043
H 0.329 0.089 0.122
H 0.046 0.133 0.056
H -0.094 0.035 0.044
H -0.149 -0.265 0.228
H -0.078 -0.285 -0.009
C 0.177 0.086 0.311
C 1.430 1.388 -0.754
C -0.342 -0.270 0.207
C 0.032 0.010 0.011
C -0.167 0.226 -0.393
C 0.566 -0.293 1.990
N -3.875 -0.826 -1.803
O 1.996 0.873 1.205
C 0.192 0.267 -0.008
C -0.168 -0.142 -0.640
C -0.530 -0.648 0.113
H 0.010 -0.125 0.056
H -0.147 0.025 0.001
H -0.271 -0.087 -0.032
H 0.171 -0.148 -0.006
H 0.209 -0.175 -0.088
H 0.019 -0.038 -0.007
H 0.100 -0.042 0.001
H 0.197 -0.219 -0.034
H 0.190 -0.130 -0.065
H -0.118 0.058 -0.073
H -0.155 -0.093 -0.208
H 0.029 -0.056 -0.108
H 0.203 0.090 -0.139
H 0.163 0.283 -0.156
H -0.063 0.110 -0.070
H -0.083 0.012 0.062
H 0.028 0.011 0.365
H 0.223 -0.062 0.309

Summary:
Total energy, hartree: -4066.11172
Multiplicity: 3
Charge: -1
Max |F|, Eh/bohr: 0.096
LUMO level (alpha / beta), eV: 1.806 / 0.989

---

No. 2
Computed, not measured: one molecule with the formula C8H8O4 at a distorted geometry, with the ωB97M-V functional and the def2-TZVPD basis.

Each line ends with the Mulliken charge.
Geometry (Å):
O1 1.1417 1.3438 -4.1176  -0.46
C1 1.2434 1.2371 -2.9336  0.45
O2 2.4042 1.5058 -2.0346  -0.49
C2 0.0443 1.1649 -1.8575  -0.40
O3 0.5684 0.1179 -0.9765  -0.34
C3 -0.3053 -0.2071 0.1335  0.47
C4 -1.5276 0.2245 0.4752  -0.60
C5 -1.9987 -0.3978 1.6723  -0.36
C6 -1.1917 -1.2015 2.5378  -0.46
C7 0.0563 -1.5075 2.2295  -0.54
C8 0.6003 -0.9474 1.0762  0.51
O4 1.9079 -1.4016 0.8725  -0.52
H1 2.2496 1.2698 -1.1782  0.39
H2 -0.9243 0.9540 -2.5689  0.33
H3 -0.0887 2.3684 -1.4950  0.30
H4 -2.2037 0.6294 -0.2602  0.36
H5 -3.0692 -0.3113 2.0202  0.27
H6 -1.6178 -1.7361 3.3500  0.36
H7 0.4398 -2.1434 2.9455  0.42
H8 2.2711 -0.9619 0.1093  0.32

Cartesian forces, eV/Å:
O 1.206 -0.376 1.778
C -0.457 1.833 3.573
O 0.133 0.682 -7.366
C -0.279 1.172 -3.325
O -3.717 1.887 0.176
C 7.101 -1.248 0.783
C -1.613 -1.947 1.221
C -1.069 -0.095 1.578
C -4.204 1.944 -1.846
C 1.143 1.466 -1.970
C -0.949 -1.232 -0.021
O -1.457 1.068 -0.370
H -1.313 -1.195 3.460
H 2.063 -0.146 2.368
H 0.486 -3.638 -0.162
H -0.055 0.525 0.160
H 1.259 0.267 -0.802
H -0.724 0.107 0.704
H 2.158 -1.267 0.695
H 0.289 0.194 -0.633

Summary:
Total energy, hartree: -610.48897
Multiplicity: 1
Relative energy (zero: lowest compared OMol25 entry of this formula, charge and spin), kcal per mole: 84.0
Charge: 0
Max |F|, Eh/bohr: 0.144
LUMO level, eV: 0.447
SMILES: O=C(O)COc1ccccc1O

---

No. 3
Computed, not measured: an isolated ion of composition C6H10N and charge +1 at a distorted geometry, with the ωB97M-V functional and the def2-TZVPD basis.

Each line ends with the Mulliken charge.
Geometry (Å):
C1 0.6821 -1.7807 -0.4555  -0.08
C2 -0.5053 -1.4670 -0.9054  0.20
C3 0.5869 0.6130 0.4214  0.75
C4 -1.8800 -1.4395 -1.2668  -0.89
C5 1.8333 0.8308 1.1445  -1.09
C6 -0.4065 1.7927 0.3614  -1.03
N1 0.3806 -0.4843 -0.1133  -0.02
H1 1.4492 -2.5060 -0.1462  0.38
H2 -2.3192 -2.3256 -0.5882  0.25
H3 -2.1669 -1.7255 -2.2707  0.34
H4 -2.3650 -0.4769 -1.2022  0.29
H5 1.7242 0.8206 2.2167  0.33
H6 2.1533 1.9394 0.9017  0.32
H7 2.6531 0.0417 1.0089  0.31
H8 0.2404 2.5890 -0.0280  0.39
H9 -0.7787 1.9788 1.3444  0.34
H10 -1.2816 1.5995 -0.4227  0.23

Cartesian forces, eV/Å:
C 8.718 -1.557 3.829
C -6.156 5.096 -2.952
C -0.237 4.190 2.121
C -1.346 -2.702 1.434
C 2.526 1.352 -0.347
C -0.204 -1.892 -3.027
N -2.163 -6.741 -3.612
H -0.724 0.472 -0.113
H -0.178 1.912 -1.138
H 0.579 -0.535 -0.553
H -0.008 0.181 0.905
H -0.625 0.176 0.600
H -0.084 -2.324 0.456
H -1.153 1.297 -0.439
H -0.601 0.297 0.313
H -0.259 0.394 0.623
H 1.914 0.383 1.902

Summary:
Total energy, hartree: -288.84549
Multiplicity: 3
Relative energy (zero: lowest compared OMol25 entry of this formula, charge and spin), kcal per mole: 102.5
Charge: +1
Max |F|, Eh/bohr: 0.188
LUMO level (alpha / beta), eV: -3.315 / -7.330

---

No. 4
Computed, not measured: a 2-piece molecular cluster, C2HN3OS overall at a distorted geometry, with the ωB97M-V functional and the def2-TZVPD basis.

Each line ends with the Mulliken charge.
Geometry (Å):
C1 1.7084 -0.0120 -0.4962  0.32
C2 -1.9031 0.3219 -0.2080  0.56
N1 1.5623 0.1946 0.6886  0.48
N2 1.3933 -0.0942 1.8066  -0.58
N3 -1.2626 -0.4045 0.5078  -0.43
O1 -2.5321 1.0544 -0.8304  -0.38
S1 2.2813 0.3374 -1.9418  -0.22
H1 -1.2475 -1.3976 0.4733  0.25

Cartesian forces, eV/Å:
C 1.062 0.813 -4.016
C -0.083 -1.129 0.383
N -0.311 -1.049 2.600
N -0.056 0.635 0.813
N 0.339 0.466 0.313
O -0.469 1.131 -0.717
S -0.462 -0.359 0.674
H -0.019 -0.507 -0.048

Summary:
Total energy, hartree: -714.38524
Multiplicity: 1
Relative energy (zero: lowest compared OMol25 entry of this formula, charge and spin), kcal per mole: 26.1
Charge: 0
Max |F|, Eh/bohr: 0.082
LUMO level (alpha / beta), eV: -1.683 / -1.801

---

No. 5
Computed, not measured: one molecule with the formula C5H11N at a distorted geometry, with the ωB97M-V functional and the def2-TZVPD basis.

Each line ends with the Mulliken charge.
Geometry (Å):
C1 1.5537 -0.0694 -0.8140  -0.75
N1 1.1191 0.6361 0.4280  -0.47
C2 0.2530 0.4198 1.5829  -0.43
C3 -0.2895 0.1250 0.2821  1.11
C4 -1.1222 1.0887 -0.4953  -1.51
C5 -0.6020 -1.3563 0.0889  -1.64
H1 1.9883 -1.0540 -0.6670  0.29
H2 0.7658 -0.2097 -1.6026  0.22
H3 2.2222 0.6545 -1.2518  0.33
H4 -0.1375 1.3543 1.9920  0.25
H5 0.3544 -0.3839 2.3116  0.31
H6 -2.1353 1.0651 -0.1053  0.40
H7 -1.1423 0.8394 -1.5667  0.29
H8 -0.6813 2.0847 -0.3921  0.42
H9 -1.5613 -1.5038 0.5952  0.41
H10 -0.7146 -1.6719 -0.9554  0.34
H11 0.1295 -2.0188 0.5695  0.44

Cartesian forces, eV/Å:
C 1.184 -0.035 0.042
N -1.163 -0.368 -1.802
C -0.318 -0.205 0.359
C -1.269 0.183 0.657
C -0.423 0.125 0.106
C -0.060 0.039 -0.036
H 0.450 -0.052 -0.011
H 0.472 0.283 0.833
H 0.821 -0.297 -0.253
H 0.789 0.016 0.177
H 0.265 -0.007 -0.090
H -0.380 0.216 -0.227
H -0.029 -0.034 0.271
H -0.278 -0.115 0.058
H 0.021 -0.191 -0.133
H 0.033 0.180 0.127
H -0.115 0.262 -0.078

Summary:
Total energy, hartree: -251.73670
Multiplicity: 1
Relative energy (zero: lowest compared OMol25 entry of this formula, charge and spin), kcal per mole: 79.0
Charge: 0
Max |F|, Eh/bohr: 0.042
LUMO level, eV: 0.951
SMILES: CN1CC1(C)C

---

No. 6
Computed, not measured: one molecule with the formula C5H12O2, with the ωB97M-V functional and the def2-TZVPD basis.

Each line ends with the Mulliken charge.
Geometry (Å):
C1 -0.8176 -2.0081 -1.6149  -1.15
C2 0.1757 -1.5927 -0.5318  -0.47
C3 -0.0004 -0.1086 -0.2347  0.15
O1 -1.3610 0.0861 0.1072  -0.54
C4 0.9364 0.4571 0.8340  -0.72
C5 0.7197 1.9557 1.0027  -0.43
O2 -0.5312 2.1632 1.6673  -0.59
H1 -0.7752 -3.0786 -1.8349  0.38
H2 -1.8303 -1.7536 -1.2916  0.28
H3 -0.6191 -1.4581 -2.5435  0.27
H4 1.2082 -1.7919 -0.8495  0.28
H5 -0.0031 -2.1610 0.3906  0.31
H6 0.2259 0.4407 -1.1706  0.15
H7 -1.3985 0.7790 0.7839  0.41
H8 1.9797 0.2810 0.5421  0.36
H9 0.7751 -0.0440 1.7981  0.35
H10 0.7039 2.4245 0.0076  0.33
H11 1.5271 2.4200 1.5834  0.32
H12 -0.9154 2.9893 1.3546  0.32

Cartesian forces, eV/Å:
C -0.036 -0.040 -0.053
C 0.047 0.003 0.031
C 0.334 -0.080 -0.124
O -0.151 0.116 0.176
C -0.024 -0.006 0.003
C 0.324 -0.052 -0.145
O -0.132 0.227 0.000
H 0.040 0.123 0.043
H 0.131 -0.123 -0.095
H -0.021 -0.116 0.108
H -0.139 0.065 0.047
H 0.019 0.085 -0.117
H -0.124 -0.050 0.108
H -0.036 -0.042 -0.114
H -0.170 0.011 -0.001
H -0.010 0.050 -0.132
H 0.007 -0.026 0.172
H -0.116 -0.106 -0.039
H 0.059 -0.036 0.131

Summary:
Total energy, hartree: -348.17882
Multiplicity: 1
Relative energy (zero: lowest compared OMol25 entry of this formula, charge and spin), kcal per mole: 16.3
Charge: 0
Max |F|, Eh/bohr: 0.007
LUMO level, eV: 0.789
SMILES: CC[C@@H](O)CCO

---

Question: Among the records above, which one has the highest max |F|?
Answer: C6H10N

---

Question: Number 3 is which compound?
Answer: C6H10N